1.
The following is a DFT calculation (the ωB97M-V functional and the def2-TZVPD basis) of 14 unconnected molecules or ions with the total composition C57H129N5O9.

Last column: Mulliken charge in e.
Element x y z (Å)
C -22.21 -1.92 -11.85  -0.1200
C -22.06 -1.41 -10.46  -0.0964
N -22.92 -0.21 -10.23  0.7649
C -22.46 0.46 -9.02  -0.6370
C -23.27 1.72 -8.64  -1.4901
C -24.36 -0.53 -10.25  -0.4061
C -24.75 -1.42 -9.05  -1.2464
H -21.90 -1.20 -12.60  -0.5705
H -23.20 -2.30 -12.10  0.5342
H -21.50 -2.74 -11.92  -0.2310
H -22.33 -2.24 -9.81  -0.2934
H -21.00 -1.24 -10.27  0.0586
H -22.34 -0.20 -8.16  0.5690
H -21.43 0.80 -9.17  0.3404
H -24.22 1.44 -8.19  0.3383
H -22.73 2.29 -7.88  0.4610
H -23.41 2.40 -9.47  0.2083
H -24.60 -1.13 -11.13  0.1886
H -25.08 0.29 -10.31  0.4723
H -24.51 -0.95 -8.09  0.2599
H -24.20 -2.35 -8.94  0.1919
H -25.82 -1.65 -9.08  0.4929
C -18.89 5.59 -13.08  -1.2794
C -20.20 4.79 -13.09  -0.4855
N -20.02 3.34 -13.20  0.5434
C -19.31 2.71 -12.08  -1.2076
C -18.81 1.32 -12.41  0.2832
C -21.32 2.69 -13.47  -0.0888
C -22.30 2.69 -12.30  -1.3546
H -18.18 5.17 -13.80  0.2933
H -18.42 5.45 -12.11  0.3083
H -19.09 6.65 -13.24  0.4285
H -20.90 5.06 -12.30  0.3020
H -20.79 5.05 -13.97  0.4311
H -18.46 3.34 -11.83  0.4835
H -19.91 2.63 -11.17  0.2541
H -19.61 0.59 -12.59  -0.3333
H -18.08 1.39 -13.21  -0.0242
H -18.25 0.85 -11.60  0.3929
H -21.17 1.69 -13.86  -0.6310
H -21.74 3.19 -14.34  0.6811
H -23.22 2.25 -12.69  0.4566
H -22.48 3.68 -11.87  0.4069
H -22.00 2.00 -11.51  0.0522
C -12.52 -2.67 -13.22  -0.7302
C -12.00 -4.05 -12.84  -0.9450
N -13.04 -5.09 -12.90  1.0945
C -12.54 -6.41 -12.38  -0.9400
C -12.27 -6.41 -10.83  -1.2442
C -13.65 -5.28 -14.28  -0.3282
C -14.92 -6.13 -14.27  0.4948
H -12.36 -2.57 -14.30  0.3336
H -11.96 -1.94 -12.65  0.4867
H -13.58 -2.51 -13.04  -0.2294
H -11.08 -4.35 -13.34  0.3934
H -11.76 -3.99 -11.78  0.3521
H -13.22 -7.18 -12.73  0.5197
H -11.57 -6.62 -12.84  0.4020
H -12.00 -7.43 -10.57  0.4493
H -11.54 -5.71 -10.43  0.4372
H -13.26 -6.23 -10.40  0.0876
H -12.92 -5.65 -14.99  0.2270
H -13.93 -4.32 -14.73  -0.0096
H -15.43 -6.00 -15.23  -0.6211
H -15.53 -5.70 -13.48  -0.2035
H -14.75 -7.20 -14.15  0.3465
C -13.63 -10.28 -11.50  -1.0787
C -15.07 -10.47 -12.10  -0.6601
N -16.09 -9.83 -11.31  0.2483
C -15.95 -8.37 -11.15  0.0949
C -17.28 -7.64 -11.07  -1.2887
C -16.27 -10.51 -9.99  -0.3422
C -16.70 -11.96 -10.15  -1.3783
H -13.40 -9.27 -11.17  0.1462
H -12.95 -10.67 -12.26  0.4181
H -13.42 -10.92 -10.65  0.3985
H -15.07 -10.01 -13.09  0.3493
H -15.24 -11.51 -12.41  0.4538
H -15.33 -8.12 -10.29  0.2846
H -15.41 -7.96 -12.00  -0.4866
H -17.27 -6.56 -11.18  0.1102
H -17.93 -7.94 -11.90  0.4305
H -17.79 -7.72 -10.11  0.4546
H -17.01 -9.95 -9.42  0.3756
H -15.31 -10.49 -9.48  0.3502
H -17.67 -11.98 -10.66  0.3028
H -16.79 -12.36 -9.14  0.4336
H -15.98 -12.58 -10.68  0.3173
C -15.93 -5.34 -18.31  -1.0692
C -17.03 -5.41 -19.37  -0.7881
N -18.34 -4.93 -18.90  1.2047
C -19.41 -5.23 -19.93  -0.7456
C -19.71 -6.69 -20.20  -1.3347
C -18.37 -3.50 -18.50  -0.6873
C -19.69 -3.18 -17.71  0.4030
H -16.29 -5.67 -17.34  0.0171
H -15.59 -4.31 -18.23  0.1285
H -15.11 -6.01 -18.60  0.5121
H -16.75 -4.91 -20.30  0.3475
H -17.07 -6.46 -19.69  0.4660
H -20.37 -4.80 -19.63  0.2858
H -19.17 -4.75 -20.88  0.4602
H -18.82 -7.10 -20.68  0.3466
H -19.87 -7.19 -19.24  0.2570
H -20.63 -6.84 -20.76  0.4241
H -18.34 -2.85 -19.38  0.2302
H -17.50 -3.16 -17.94  -0.1821
H -19.87 -3.88 -16.89  -0.4103
H -20.58 -3.08 -18.33  0.5850
H -19.59 -2.20 -17.24  -0.4668
C -22.21 -8.48 -16.96  -1.3805
C -21.11 -7.88 -16.07  0.5328
O -20.72 -8.47 -15.06  -0.5692
C -20.55 -6.54 -16.47  0.5969
H -23.01 -7.80 -17.24  0.3572
H -22.64 -9.36 -16.47  0.4085
H -21.78 -8.83 -17.90  0.3053
H -21.25 -6.07 -17.17  0.3243
H -19.60 -6.65 -16.99  0.0344
H -20.42 -5.86 -15.63  -0.7129
C -24.34 -0.16 -14.36  -0.5289
C -23.39 -0.16 -15.56  0.6548
O -23.23 0.88 -16.25  -0.6324
C -22.67 -1.43 -15.86  0.0242
H -24.16 0.74 -13.77  0.0932
H -24.07 -0.88 -13.59  -0.0563
H -25.38 -0.35 -14.63  0.4842
H -21.68 -1.24 -16.27  -0.2861
H -23.23 -2.09 -16.52  0.5175
H -22.55 -2.02 -14.96  -0.1294
C -13.97 -0.09 -17.42  -1.5702
C -14.71 -1.09 -16.59  0.5794
O -14.16 -2.05 -16.04  -0.4876
C -16.19 -0.82 -16.43  -0.5222
H -14.35 -0.17 -18.44  0.4184
H -12.91 -0.31 -17.37  0.3546
H -14.23 0.89 -17.02  0.3812
H -16.68 -0.83 -17.41  0.5119
H -16.31 0.20 -16.07  0.6147
H -16.66 -1.42 -15.65  -0.3746
C -15.90 -5.00 -8.57  -1.0347
C -15.44 -3.78 -9.29  0.5667
O -15.20 -2.75 -8.66  -0.6350
C -15.08 -3.79 -10.75  2.5532
H -16.89 -5.32 -8.89  -0.0155
H -15.94 -4.84 -7.49  0.3624
H -15.23 -5.84 -8.71  0.3867
H -16.04 -3.49 -11.18  -0.8093
H -14.84 -4.81 -11.06  -0.8979
H -14.40 -2.98 -11.02  -0.5608
C -18.55 -2.20 -9.24  -0.9184
C -19.08 -3.53 -9.67  1.0511
O -18.64 -4.07 -10.67  -0.4312
C -20.14 -4.16 -8.83  -1.1442
H -17.87 -2.33 -8.40  0.5398
H -19.38 -1.55 -8.98  0.4983
H -17.99 -1.74 -10.06  -0.3367
H -19.65 -4.47 -7.91  0.4394
H -20.52 -5.08 -9.29  0.0695
H -21.01 -3.53 -8.67  0.1710
C -18.20 -1.77 -13.20  0.9730
C -18.72 -3.01 -13.87  0.7564
O -19.88 -3.07 -14.34  -0.3803
C -17.73 -4.17 -13.91  -0.0422
H -18.75 -1.54 -12.29  -0.4485
H -18.43 -0.90 -13.82  -0.3103
H -17.13 -1.79 -13.02  -0.3031
H -16.71 -3.79 -14.03  0.2267
H -18.05 -4.87 -14.69  0.3360
H -17.77 -4.69 -12.95  -0.5837
C -21.00 -5.86 -13.01  0.7930
C -21.56 -6.47 -11.76  0.4406
O -22.21 -5.77 -11.00  -0.5825
C -21.31 -7.93 -11.44  -0.8640
H -21.03 -4.79 -12.82  -0.7599
H -21.56 -6.02 -13.93  0.2936
H -19.93 -6.05 -13.13  0.1215
H -21.48 -8.52 -12.34  0.3502
H -22.05 -8.22 -10.70  0.3804
H -20.29 -7.97 -11.05  -0.0653
C -13.59 1.10 -12.90  -1.3237
C -14.80 0.36 -12.33  0.8468
O -15.82 0.28 -12.99  -0.3990
C -14.72 -0.18 -10.88  -0.6996
H -13.69 1.12 -13.99  0.1627
H -12.64 0.63 -12.65  0.3665
H -13.66 2.13 -12.56  0.4032
H -15.62 -0.70 -10.55  -0.1695
H -14.58 0.63 -10.16  0.5508
H -13.82 -0.80 -10.88  0.2744
C -19.77 1.07 -16.30  0.5715
C -19.45 1.55 -17.72  0.3811
O -18.44 2.26 -17.96  -0.6296
C -20.41 1.21 -18.84  -0.9616
H -20.69 1.53 -15.94  0.1401
H -18.94 1.40 -15.67  0.0543
H -19.92 -0.01 -16.27  -0.4842
H -21.44 1.18 -18.49  0.2730
H -20.14 0.25 -19.27  0.1398
H -20.40 1.96 -19.63  0.3809

Its HOMO-LUMO gap is 0.3192 Eh. As for the spin multiplicity: 1. As for the relative energy (zero: lowest compared OMol25 entry of this formula, charge and spin): 30.0 kcal/mol. The calculation puts the HOMO energy at -8.080 eV.

2.
The following is a DFT calculation (the ωB97M-V functional and the def2-TZVPD basis) of a molecular structure, C31H32BNO4.

Last column: Mulliken charge in e.
Element x y z (Å)
C -4.01 -0.79 -3.24  -1.2508
C -2.58 -0.83 -2.92  0.4813
C -1.47 -1.37 -3.54  -0.9987
C -0.39 -1.24 -2.59  -0.2410
C -0.98 -0.97 -1.35  -0.2524
B -1.84 3.47 -0.50  0.7713
O -1.78 2.98 0.84  -0.3473
C -1.85 4.31 1.37  -0.8997
C -2.02 5.38 0.11  0.6604
C -2.17 6.75 0.54  -1.0878
C -3.41 4.88 -0.76  -0.6295
O -3.11 3.52 -1.14  -0.4573
C -0.65 5.23 -0.74  -0.7124
O -0.63 3.85 -1.15  -0.3764
O -2.30 -0.52 -1.61  -0.4771
H -4.10 -1.03 -4.30  0.3924
H -4.54 -1.59 -2.67  0.2734
H -4.56 0.16 -3.07  0.2748
H -1.57 -2.10 -4.36  0.3239
H 0.66 -1.18 -2.85  0.4513
H -2.72 4.29 2.05  0.3215
H -0.91 4.56 1.89  0.3106
H -2.13 7.61 -0.17  0.1797
H -2.06 6.89 1.65  0.1024
H -0.95 -0.03 -0.59  0.3223
H -4.28 4.91 -0.08  0.2675
H -3.65 5.42 -1.68  0.3003
H -0.60 5.81 -1.67  0.3375
H 0.15 5.50 -0.04  0.3177
C 2.05 -6.88 0.45  -0.9664
N 2.81 -5.66 0.66  0.0570
C 4.23 -5.80 1.00  -0.9716
C 2.27 -4.46 0.24  1.1563
C 1.03 -4.37 -0.43  -0.9297
C 0.45 -3.12 -0.68  -0.7978
C 1.06 -1.95 -0.28  -0.5249
C 0.30 -0.65 -0.13  5.5675
C 1.25 0.57 -0.22  -0.9329
C 1.12 1.38 0.93  0.6609
C 1.88 2.56 1.05  -0.2019
C 2.70 2.94 -0.01  -0.7904
C 2.84 2.12 -1.17  -0.9162
C 2.11 0.90 -1.24  -0.3609
C 0.27 0.64 1.88  0.0892
C -0.18 -0.54 1.29  -0.4379
C -1.12 -1.36 1.84  -0.3251
C -1.45 -1.15 3.18  -0.9263
C -0.83 -0.08 3.86  -0.7760
C -0.03 0.86 3.21  -0.5150
C 2.29 -2.04 0.41  -0.9970
C 2.89 -3.26 0.69  -1.0750
H 1.92 -7.06 -0.65  0.3073
H 2.59 -7.72 0.90  0.2739
H 1.06 -6.76 0.89  0.3451
H 4.50 -5.15 1.83  0.3157
H 4.40 -6.83 1.30  0.3085
H 4.90 -5.55 0.16  0.3212
H 0.52 -5.27 -0.75  0.4170
H -0.51 -3.07 -1.20  0.4278
H 1.83 3.15 1.98  0.3786
H 3.26 3.87 0.02  0.4441
H 3.54 2.40 -1.97  0.3986
H 2.22 0.25 -2.12  0.3285
H -1.60 -2.10 1.19  0.4673
H -2.08 -1.90 3.66  0.4105
H -1.06 -0.01 4.92  0.4170
H 0.40 1.70 3.75  0.4717
H 2.78 -1.16 0.84  0.3702
H 3.82 -3.32 1.30  0.1532

Its HOMO-LUMO gap is 0.0742 Eh. As for the spin multiplicity: 1. As for the relative energy (zero: lowest compared OMol25 entry of this formula, charge and spin): 179.6 kcal/mol. The calculation puts the HOMO energy at -3.283 eV.

3.
The following is a DFT calculation (the ωB97M-V functional and the def2-TZVPD basis) of a molecular structure, C10H5NO5RuS5Sb.

Last column: Mulliken charge in e.
Element x y z (Å)
Ru -0.26 -0.11 0.33  0.6056
O 5.05 -3.33 0.46  -0.5809
C 4.03 -2.70 0.40  0.4998
C 2.96 -2.83 -0.69  -0.0940
O 3.01 -3.54 -1.66  -0.5981
C 1.91 -1.86 -0.30  1.4260
C 2.26 -1.24 0.87  0.6931
O 1.46 -0.34 1.40  -0.8792
C 3.55 -1.64 1.37  -0.1459
O 4.16 -1.21 2.34  -0.6782
O 0.82 -1.58 -0.91  -0.8166
S -4.76 2.55 -0.72  -0.4761
Sb -4.75 0.63 0.58  0.5493
S -2.53 -0.45 -0.35  -0.0584
S -1.82 -1.52 1.26  -0.3446
S -4.43 2.23 2.25  -0.5302
S 0.40 2.02 -0.66  -0.2919
C 0.20 2.38 1.02  0.0249
N 1.29 2.35 1.83  0.0007
C 1.25 2.48 3.17  -0.2385
C 0.07 2.75 3.79  -0.6756
C -1.08 2.85 3.01  -0.0659
C -1.03 2.68 1.64  -0.1681
H 2.14 2.01 1.40  0.2814
H 2.20 2.35 3.68  0.4202
H 0.04 2.85 4.87  0.3999
H -2.05 3.04 3.46  0.2636
H -1.92 2.74 1.03  0.4778

As for the charge: -1. Its HOMO-LUMO gap (spin up / spin down) is 0.2492 / 0.2249 Eh. As for the spin multiplicity: 5. As for the relative energy (zero: lowest compared OMol25 entry of this formula, charge and spin): 19.9 kcal/mol. The calculation puts the HOMO energy (spin up / spin down) at -5.259 / -5.361 eV.